[1]
Molecular formula: C2H6FP
Method: DFT, wB97M-V/def2-TZVPD

```
10
Properties=species:S:1:pos:R:3
C -0.51475 0.56341 1.01652
F 0.47373 1.69607 -0.83227
H 1.51434 0.30128 0.13952
H 1.13290 -1.79656 -1.55802
P -0.07721 -1.13477 -1.77217
H -1.37328 -0.07479 0.81525
H -0.70429 -1.91949 -0.80010
H -0.04964 0.22830 1.94161
H -0.88783 1.57883 1.15124
C 0.48604 0.55773 -0.10159
```

Results
- E_HOMO: -8.9 eV
- Multiplicity: 1
- Molar mass: 80.04 g mol⁻¹
- LUMO energy: 0.48 eV
- Orbital gap: 9.3 eV
- Total energy: -520.93750 hartree

[2]
Molecular formula: C2H6FPS
Method: DFT, wB97M-V/def2-TZVPD

```
11
Properties=species:S:1:pos:R:3
H -0.62424 0.70090 -1.93488
H 0.66637 -0.63165 2.06920
C -0.11359 -0.15408 1.56898
P 0.37633 1.16513 0.24506
S 1.80779 2.30304 0.76471
C 0.35682 0.36347 -1.39904
F -2.32975 1.96793 -0.30194
H 0.30421 -0.80360 -1.17722
H -0.56254 0.40257 2.42781
H -0.78430 -0.95251 1.15425
H 1.34966 0.66989 -1.94224
```

Results
- E_HOMO (spin up / spin down): -9.5 / -9.6 eV
- Multiplicity: 1
- Molar mass: 112.11 g mol⁻¹
- LUMO energy (spin up / spin down): -2.54 / -2.54 eV
- Orbital gap (spin up / spin down): 7.0 / 7.0 eV
- Total energy: -919.10042 hartree

[3]
Molecular formula: C2H6I2N2S
Method: DFT, wB97M-V/def2-TZVPD

```
13
Properties=species:S:1:pos:R:3
H -0.22651 -0.81106 1.71431
I 2.76949 -2.67384 -0.32438
C -1.45930 0.79266 -1.51475
H -1.94849 -0.46725 1.44684
N 2.65678 -1.20128 1.15775
I 2.87618 1.04417 -0.75878
S -0.50512 -0.37213 -0.49013
H -0.78556 0.96900 -2.29531
H -0.91477 1.02361 1.42925
C -0.93928 -0.09016 1.21697
H -2.41566 0.18076 -1.72943
N 2.58639 -0.07528 0.98198
H -1.69416 1.68080 -0.83433
```

Results
- E_HOMO: -8.3 eV
- Multiplicity: 1
- Molar mass: 343.96 g mol⁻¹
- LUMO energy: -1.55 eV
- Orbital gap: 6.7 eV
- Total energy: -1182.78133 hartree

[4]
Molecular formula: C2H6IN3
Method: DFT, wB97M-V/def2-TZVPD

```
12
Properties=species:S:1:pos:R:3
N -0.92813 -1.92122 0.36113
H -1.13816 1.11212 0.09145
C 0.26373 -1.39750 0.13858
H 0.99903 2.53929 -0.95622
H -0.41503 3.12325 -0.21814
H -1.83322 -1.42449 0.50752
C -0.12038 1.06647 -0.14206
H 1.60016 0.19745 -0.22506
N 0.16851 2.29630 -0.43380
H -1.13633 -2.89245 0.59225
I 1.93761 -2.64183 0.37093
N 0.60222 -0.05739 -0.08658
```

Results
- SMILES string: N/C=[NH+]/C(=[NH2+])I
- E_HOMO: -18.7 eV
- Multiplicity: 1
- Net charge: +2
- Molar mass: 199.00 g mol⁻¹
- LUMO energy: -10.08 eV
- Orbital gap: 8.7 eV
- Total energy: -541.07801 hartree

[5]
Molecular formula: C2H6IP
Method: DFT, wB97M-V/def2-TZVPD

```
10
Properties=species:S:1:pos:R:3
H -0.65761 0.67417 -1.35188
C -0.87103 -0.09506 -0.69820
H 0.59984 0.99429 1.94411
P 1.37386 0.87410 0.78639
H -1.66875 0.39408 -0.11761
H -1.01863 -1.00108 -1.27366
C 0.37175 -0.43429 0.12852
H 0.55099 1.84465 0.15021
I 0.22674 -2.11922 1.45502
H 1.09284 -1.13165 -1.02291
```

Results
- E_HOMO: -9.3 eV
- Multiplicity: 1
- Molar mass: 187.95 g mol⁻¹
- LUMO energy: 0.34 eV
- Orbital gap: 9.6 eV
- Total energy: -718.74576 hartree

[6]
Molecular formula: C2H6N
Method: DFT, wB97M-V/def2-TZVPD

```
9
Properties=species:S:1:pos:R:3
H 1.07606 -0.49546 0.93591
H -1.32886 0.84372 -0.11150
H -1.26859 -0.36722 1.20326
H 0.04084 -0.09830 -1.84177
H -0.52935 1.22009 1.38832
C 0.70133 -0.40408 -1.04488
N 0.49714 -0.15955 0.17219
C -0.74219 0.42557 0.68894
H 1.55361 -0.96478 -1.39048
```

Results
- SMILES string: C=[NH+]C
- E_HOMO: -18.4 eV
- Multiplicity: 1
- Net charge: +1
- Molar mass: 44.08 g mol⁻¹
- LUMO energy: -5.50 eV
- Orbital gap: 12.9 eV
- Total energy: -134.26865 hartree

[7]
Molecular formula: C2H6N2
Method: DFT, wB97M-V/def2-TZVPD

```
10
Properties=species:S:1:pos:R:3
H -2.39809 5.97017 2.71135
N -2.42446 4.78201 1.11532
N 2.48087 -5.79685 -1.37569
H -1.92023 4.84750 0.21805
H -0.74425 5.75230 1.87277
C -1.84367 5.69257 1.81839
H 0.97182 -5.08288 -2.47515
H 1.59654 -3.94425 -1.09810
H 3.16799 -5.61517 -0.65000
C 1.66994 -4.87676 -1.64581
```

Results
- SMILES string: C=N.C=N
- E_HOMO: -10.0 eV
- Multiplicity: 1
- Molar mass: 58.08 g mol⁻¹
- LUMO energy: 0.92 eV
- Orbital gap: 10.9 eV
- Total energy: -189.21864 hartree

[8]
Molecular formula: C2H6N2
Method: DFT, wB97M-V/def2-TZVPD

```
10
Properties=species:S:1:pos:R:3
N -1.02533 -0.73703 -0.62911
H -1.23729 -0.43443 1.50437
C -0.25123 0.41122 -0.20780
H 1.86685 -0.07474 -0.73842
H -1.58509 -0.20227 -1.35591
H 1.75103 0.59185 0.82907
C 1.11443 -0.02306 0.09624
N -1.39705 0.06993 0.59648
H 1.05605 -0.96596 0.75398
H -0.29236 1.36448 -0.84890
```

Results
- SMILES string: CC1NN1
- E_HOMO: -9.7 eV
- Multiplicity: 1
- Molar mass: 58.08 g mol⁻¹
- LUMO energy: 1.20 eV
- Orbital gap: 10.9 eV
- Total energy: -189.21475 hartree

[9]
Molecular formula: C2H6N2
Method: DFT, wB97M-V/def2-TZVPD

```
10
Properties=species:S:1:pos:R:3
H -0.57119 1.63765 0.05516
H 1.71438 1.48256 -0.00013
N 1.85361 -0.53167 -0.00147
H -2.13913 -0.00212 -0.05235
H -0.93312 -1.06954 -0.84915
H -1.02762 -0.99801 0.90287
C 1.16748 0.54175 0.00030
C -1.12007 -0.40716 -0.00011
H 1.26223 -1.35656 -0.02504
N -0.20657 0.70310 -0.03009
```

Results
- SMILES string: [H]/N=C\NC
- E_HOMO: -9.0 eV
- Multiplicity: 1
- Molar mass: 58.08 g mol⁻¹
- LUMO energy: 0.91 eV
- Orbital gap: 9.9 eV
- Total energy: -189.29985 hartree

[10]
Molecular formula: C2H6N2
Method: DFT, wB97M-V/def2-TZVPD

```
10
Properties=species:S:1:pos:R:3
H 0.42937 0.66784 1.79755
H 0.82113 -0.61867 -0.90723
H -1.66261 -0.21048 0.55888
H 1.94597 0.43760 1.02966
N 0.35813 -0.24250 -0.08728
H 0.93644 1.73748 0.40663
N -1.53911 -1.10445 -1.19911
C 0.91229 0.73159 0.82548
C -0.98651 -0.42685 -0.27002
H -1.21509 -0.97156 -2.15456
```

Results
- SMILES string: [H]/N=C\NC
- E_HOMO: -8.7 eV
- Multiplicity: 1
- Molar mass: 58.08 g mol⁻¹
- LUMO energy: 1.02 eV
- Orbital gap: 9.7 eV
- Total energy: -189.27541 hartree

For reference, energy above the lowest of the compared OMol25 structures with the same formula, charge and spin by record: 2.292 3.986 0.000 1.023 1.526 0.080 3.018 3.124 0.809 1.474 eV.